1.
{
  "formula": "C2H5ClOS",
  "method": "wB97M-V/def2-TZVPD",
  "species": ["C", "C", "O", "S", "Cl", "H", "H", "H", "H", "H"],
  "positions_angstrom": [[-0.180, -0.788, 1.420], [-0.131, 0.868, -0.743], [0.004, 1.881, -1.525], [0.281, 0.846, 0.908], [0.337, -1.951, -1.794], [-1.207, -1.013, 1.059], [0.010, -1.005, 2.509], [0.538, -1.408, 0.769], [-0.057, -0.136, -1.392], [0.406, 2.707, -1.211]],
  "forces_ev_per_a": [[0.868, -2.208, -1.251], [1.553, -1.368, -0.088], [0.069, 0.593, -0.310], [-0.458, 1.699, -0.401], [0.064, 0.442, 0.107], [0.717, 0.096, 0.636], [-0.325, 0.737, -1.223], [-1.238, 0.270, 1.078], [-1.056, -0.244, 0.892], [-0.192, -0.017, 0.561]],
  "nbo_charge": [-0.806, 0.120, -0.586, 0.402, -0.757, 0.264, 0.263, 0.305, 0.292, 0.502],
  "lumo_ev": -1.3,
  "orbital_gap_ha": 0.2673,
  "relative_energy_kj_mol": 178.9
}

***

2.
{
  "formula": "C3H6N3O",
  "method": "wB97M-V/def2-TZVPD",
  "species": ["C", "C", "C", "N", "N", "N", "O", "H", "H", "H", "H", "H", "H"],
  "positions_angstrom": [[1.469, 0.765, -0.029], [-1.717, -0.277, 0.951], [-0.150, -0.588, -0.808], [0.482, 0.771, 0.825], [-0.464, -0.166, 0.492], [1.126, 0.168, -1.126], [-2.489, -0.892, 0.271], [2.361, 1.358, 0.038], [-2.048, 0.111, 1.876], [-0.036, -1.787, -0.897], [-0.918, -0.166, -1.429], [0.737, 0.859, 1.750], [1.649, -0.156, -1.914]],
  "forces_ev_per_a": [[0.230, 1.163, -1.729], [-1.822, -0.564, -0.671], [0.378, -2.570, -2.634], [0.656, 0.491, 0.284], [1.904, 0.231, 0.900], [-1.766, -2.226, 0.906], [-0.555, -0.613, -0.503], [0.308, 0.051, 0.551], [0.404, 0.933, 1.413], [-0.250, 2.860, -0.045], [-0.439, -0.640, -0.953], [0.222, 0.499, 2.725], [0.730, 0.386, -0.245]],
  "nbo_charge": [0.366, 0.498, -0.063, -0.323, -0.287, -0.492, -0.517, 0.268, 0.173, 0.248, 0.236, 0.430, 0.462],
  "lumo_ev": -4.5,
  "orbital_gap_ha": 0.3538,
  "total_charge": 1,
  "relative_energy_kj_mol": 158.8,
  "smiles": "O=CN1C[NH+]=CN1"
}

***

3.
{
  "formula": "C3H5NO2",
  "method": "wB97M-V/def2-TZVPD",
  "species": ["C", "C", "N", "O", "C", "O", "H", "H", "H", "H", "H"],
  "positions_angstrom": [[0.854, -0.992, 1.273], [0.978, -0.761, -0.159], [1.127, -0.617, -1.297], [-1.060, 0.893, 0.228], [-1.379, 1.417, -0.815], [-0.828, 1.229, -2.005], [-0.133, -1.396, 1.508], [0.981, -0.055, 1.819], [1.629, -1.702, 1.565], [-0.089, 0.580, -1.931], [-2.200, 2.142, -0.890]],
  "forces_ev_per_a": [[0.055, -0.044, 0.052], [0.306, -0.032, -0.979], [-0.049, -0.218, 1.086], [-0.225, 0.304, -0.452], [-0.086, -0.006, 0.323], [0.022, -0.035, 0.110], [0.133, 0.058, -0.110], [-0.009, -0.102, -0.143], [-0.072, 0.028, 0.095], [-0.084, 0.057, 0.021], [0.008, -0.009, -0.003]],
  "nbo_charge": [-0.724, 0.397, -0.436, -0.630, 0.665, -0.683, 0.268, 0.268, 0.251, 0.515, 0.108],
  "lumo_ev": 0.8,
  "orbital_gap_ha": 0.4196,
  "relative_energy_kj_mol": 56.4,
  "smiles": "CC#N.O=CO"
}

***

4.
{
  "formula": "C39H56As2MnN3OPS4",
  "method": "wB97M-V/def2-TZVPD",
  "species": ["Mn", "O", "C", "N", "C", "C", "C", "C", "C", "C", "N", "C", "C", "C", "C", "C", "N", "H", "H", "H", "H", "H", "H", "H", "H", "H", "H", "S", "As", "S", "S", "S", "C", "As", "C", "C", "C", "C", "C", "C", "C", "C", "H", "H", "H", "H", "H", "H", "H", "H", "H", "H", "H", "H", "H", "C", "C", "C", "C", "C", "C", "P", "C", "C", "C", "C", "C", "C", "C", "C", "C", "C", "C", "C", "H", "H", "H", "H", "H", "H", "H", "H", "H", "H", "H", "H", "H", "H", "H", "H", "H", "H", "H", "H", "H", "H", "H", "H", "H", "H", "H", "H", "H", "H", "H", "H", "H"],
  "positions_angstrom": [[-0.325, 0.671, 1.441], [0.480, -0.380, 5.396], [0.481, 0.050, 4.224], [-0.528, 0.401, 3.466], [-1.836, 0.540, 4.020], [-2.845, 0.510, 2.906], [-4.208, 0.520, 3.175], [-5.123, 0.466, 2.134], [-4.642, 0.378, 0.829], [-3.275, 0.380, 0.640], [-2.373, 0.470, 1.640], [1.786, 0.311, 3.503], [2.971, 0.238, 4.210], [4.115, 0.795, 3.663], [4.017, 1.439, 2.444], [2.800, 1.415, 1.776], [1.703, 0.820, 2.248], [-1.934, 1.512, 4.530], [-2.085, -0.231, 4.768], [-4.529, 0.575, 4.207], [-6.187, 0.484, 2.333], [-5.301, 0.319, -0.027], [-2.847, 0.294, -0.346], [2.934, -0.182, 5.205], [5.044, 0.803, 4.218], [4.830, 2.010, 2.018], [2.703, 1.931, 0.834], [2.210, 3.946, 4.962], [2.396, 5.032, 3.172], [-0.478, 3.060, 2.199], [1.064, 4.295, 1.534], [4.267, 5.229, 2.139], [-0.664, -2.588, 3.261], [-0.300, -1.866, 1.474], [-1.806, -2.904, 0.722], [1.212, -3.073, 0.977], [0.971, -4.537, 1.094], [0.419, -5.257, 0.030], [0.162, -6.612, 0.142], [0.455, -7.284, 1.322], [1.011, -6.583, 2.386], [1.267, -5.227, 2.271], [0.043, -2.242, 4.010], [-0.693, -3.679, 3.228], [-1.650, -2.214, 3.541], [-1.764, -2.988, -0.361], [-2.721, -2.380, 1.002], [-1.820, -3.906, 1.154], [2.030, -2.756, 1.631], [1.496, -2.813, -0.042], [0.185, -4.740, -0.893], [-0.270, -7.145, -0.697], [0.253, -8.344, 1.412], [1.246, -7.092, 3.313], [1.697, -4.686, 3.105], [-2.030, -1.075, -4.485], [-3.020, -0.205, -3.721], [-2.290, 0.818, -2.832], [-0.925, 0.282, -2.351], [-1.048, -1.226, -2.161], [-1.232, -1.942, -3.504], [-0.063, 1.110, -0.876], [-0.296, 2.906, -1.292], [0.077, 3.437, -2.686], [-0.575, 4.800, -2.967], [-0.689, 5.602, -1.678], [-1.691, 4.928, -0.735], [-1.690, 3.402, -0.896], [1.719, 0.858, -1.462], [2.135, 1.019, -2.951], [2.734, -0.255, -3.538], [3.980, -0.697, -2.768], [3.790, -0.537, -1.249], [2.314, -0.429, -0.896], [-1.350, -0.426, -5.044], [-2.539, -1.698, -5.225], [-3.648, -0.852, -3.101], [-3.698, 0.313, -4.405], [-2.942, 1.091, -2.002], [-2.131, 1.741, -3.393], [-0.251, 0.436, -3.198], [-1.916, -1.410, -1.526], [-0.194, -1.637, -1.617], [-1.753, -2.892, -3.343], [-0.257, -2.188, -3.933], [0.398, 3.352, -0.572], [-0.203, 2.736, -3.476], [1.162, 3.552, -2.744], [-1.578, 4.653, -3.385], [0.001, 5.336, -3.726], [-0.986, 6.636, -1.879], [0.291, 5.647, -1.195], [-2.698, 5.308, -0.938], [-1.450, 5.170, 0.300], [-2.422, 3.111, -1.649], [-1.981, 2.951, 0.057], [2.211, 1.677, -0.928], [2.881, 1.816, -3.024], [1.312, 1.347, -3.580], [2.983, -0.100, -4.593], [1.981, -1.049, -3.519], [4.837, -0.106, -3.102], [4.209, -1.738, -3.014], [4.292, 0.365, -0.891], [4.253, -1.373, -0.720], [2.151, -0.457, 0.182], [1.790, -1.294, -1.312]],
  "forces_ev_per_a": [[0.325, -0.558, 0.284], [-0.033, -0.006, 0.112], [0.037, 0.157, -0.137], [-0.073, -0.092, -0.278], [0.080, -0.002, 0.081], [0.021, -0.056, -0.256], [-0.176, -0.060, -0.234], [0.068, -0.002, 0.009], [0.033, 0.004, 0.286], [0.187, 0.001, 0.314], [-0.114, 0.248, -0.155], [-0.175, 0.170, -0.125], [-0.011, 0.040, -0.139], [0.043, 0.078, 0.003], [-0.096, 0.020, -0.007], [-0.010, -0.149, 0.048], [0.082, -0.075, 0.246], [0.046, -0.052, 0.022], [0.030, 0.045, -0.049], [-0.036, -0.007, -0.012], [0.002, -0.002, 0.005], [-0.036, -0.006, 0.011], [0.017, 0.036, 0.069], [-0.007, 0.005, 0.030], [0.043, -0.010, 0.006], [0.041, -0.012, 0.036], [-0.030, -0.002, 0.014], [0.085, -0.067, -0.031], [0.363, 0.096, 0.228], [0.116, 0.280, -0.086], [-0.539, -0.396, -0.338], [-0.058, -0.003, 0.122], [0.071, -0.109, -0.042], [-0.364, 0.382, 0.086], [0.077, -0.091, -0.059], [0.196, -0.030, -0.010], [-0.023, 0.010, 0.019], [0.065, 0.066, 0.102], [0.008, -0.082, 0.076], [0.010, -0.018, 0.032], [-0.051, -0.076, -0.078], [-0.038, 0.041, -0.101], [0.027, -0.049, 0.034], [-0.021, 0.042, -0.001], [0.004, -0.002, 0.012], [-0.005, -0.038, -0.005], [0.010, 0.012, -0.019], [-0.012, 0.016, 0.014], [-0.038, 0.018, -0.043], [-0.047, -0.013, 0.034], [-0.002, 0.053, -0.019], [-0.006, -0.031, -0.004], [0.000, -0.003, 0.001], [-0.006, -0.041, 0.004], [0.006, 0.039, 0.012], [0.006, 0.024, -0.074], [-0.067, 0.000, -0.016], [0.003, 0.080, 0.065], [0.104, -0.007, -0.096], [-0.055, -0.031, 0.115], [0.020, -0.040, -0.003], [-0.002, 0.068, 0.045], [-0.035, -0.042, 0.044], [0.044, -0.028, -0.036], [-0.003, 0.021, -0.033], [0.034, 0.054, 0.006], [-0.049, 0.036, 0.021], [-0.082, -0.015, 0.148], [0.014, 0.223, -0.015], [-0.007, 0.056, -0.042], [-0.041, -0.013, -0.081], [0.046, -0.035, -0.072], [0.028, -0.001, 0.069], [-0.063, -0.071, 0.118], [0.003, 0.014, -0.026], [-0.014, -0.013, -0.001], [-0.029, -0.043, 0.018], [0.004, 0.007, 0.004], [0.038, 0.015, -0.059], [0.006, 0.005, -0.029], [0.058, -0.013, 0.063], [0.005, 0.002, 0.035], [-0.025, 0.001, -0.020], [0.003, -0.031, 0.006], [0.020, -0.001, -0.017], [-0.032, 0.025, -0.031], [-0.037, -0.015, -0.047], [0.033, -0.011, -0.001], [-0.033, 0.001, -0.007], [0.015, 0.006, -0.011], [-0.004, 0.001, -0.008], [0.010, 0.006, 0.004], [-0.030, 0.011, 0.009], [0.023, 0.009, 0.041], [-0.032, 0.019, -0.096], [0.009, 0.002, -0.118], [-0.043, 0.027, 0.029], [0.037, -0.005, 0.012], [-0.002, 0.004, -0.005], [-0.016, 0.002, 0.015], [-0.004, -0.017, 0.007], [0.015, 0.010, -0.007], [0.000, -0.002, -0.002], [0.022, 0.032, 0.000], [0.004, -0.021, 0.037], [0.025, 0.001, -0.074], [-0.015, -0.024, -0.010]],
  "lowdin_spin": [0.010, 0.001, 0.001, 0.000, 0.000, 0.000, 0.000, 0.000, 0.000, 0.000, 0.000, 0.003, 0.004, 0.006, 0.003, 0.002, 0.000, 0.000, 0.000, 0.000, 0.000, 0.000, 0.000, 0.000, 0.000, 0.004, 0.003, 0.253, 0.354, 0.021, 0.114, 0.210, 0.000, 0.000, 0.000, 0.001, 0.000, 0.000, 0.000, 0.000, 0.000, 0.000, 0.000, 0.000, 0.000, 0.000, 0.000, 0.000, 0.000, 0.000, 0.000, 0.000, 0.000, 0.000, 0.000, 0.000, 0.000, 0.000, 0.000, 0.000, 0.000, 0.000, 0.004, 0.000, 0.000, 0.000, 0.000, 0.000, 0.000, 0.000, 0.000, 0.000, 0.000, 0.000, 0.000, 0.000, 0.000, 0.000, 0.000, 0.000, 0.000, 0.000, 0.000, 0.000, 0.000, 0.004, 0.000, 0.000, 0.000, 0.000, 0.000, 0.000, 0.000, 0.000, 0.000, 0.000, 0.000, 0.000, 0.000, 0.000, 0.000, 0.000, 0.000, 0.000, 0.000, 0.000, 0.000],
  "lumo_ev": [3.8, 3.8],
  "orbital_gap_ha": [0.1650, 0.1716],
  "total_charge": -2,
  "relative_energy_kj_mol": 189.4,
  "multiplicity": 2
}

***

5.
{
  "formula": "C3H4N2O3",
  "method": "wB97M-V/def2-TZVPD",
  "species": ["C", "C", "C", "H", "H", "H", "H", "N", "N", "O", "O", "O"],
  "positions_angstrom": [[1.107, -0.227, 0.098], [0.565, -1.474, 0.166], [-1.049, -0.178, 0.005], [2.641, 1.335, 0.232], [3.189, -0.267, -0.005], [1.256, -2.381, -0.263], [-1.027, 1.863, 1.086], [2.290, 0.312, -0.099], [-0.019, 0.618, 0.026], [-0.707, -1.485, -0.093], [-2.259, 0.107, -0.024], [-0.247, 1.905, -0.153]],
  "forces_ev_per_a": [[-2.077, 0.449, 0.655], [7.869, -2.903, -1.588], [-6.923, -1.774, -1.737], [-2.177, -3.220, -0.794], [-2.440, 0.695, -0.330], [-2.067, 2.109, 1.541], [1.904, 1.501, -4.410], [7.009, 2.822, 0.728], [1.687, -2.537, -1.111], [-2.617, 0.896, 0.575], [2.049, 0.746, 0.785], [-2.216, 1.217, 5.686]],
  "nbo_charge": [0.249, -0.048, 0.783, 0.418, 0.408, 0.193, 0.449, -0.821, -0.154, -0.419, -0.623, -0.435],
  "lumo_ev": -0.9,
  "orbital_gap_ha": 0.2561,
  "relative_energy_kj_mol": 660.6
}

***

6.
{
  "formula": "C6H13N5",
  "method": "wB97M-V/def2-TZVPD",
  "species": ["C", "C", "C", "C", "C", "C", "N", "N", "N", "N", "N", "H", "H", "H", "H", "H", "H", "H", "H", "H", "H", "H", "H", "H"],
  "positions_angstrom": [[0.037, 1.537, -0.445], [-0.086, -2.418, 0.171], [-1.988, -0.698, -0.021], [1.842, -0.221, -0.257], [-0.529, -0.971, -0.339], [0.398, 0.098, 0.223], [-0.373, 3.088, -1.831], [-0.524, 1.775, -1.625], [0.466, 2.703, 0.062], [0.201, 3.604, -0.839], [0.363, 0.287, 1.744], [-1.093, -3.077, 0.018], [0.639, -2.772, -0.543], [0.346, -2.124, 1.138], [-2.112, -0.686, 1.045], [-2.669, -1.445, -0.390], [-2.386, 0.160, -0.520], [1.975, -0.118, -1.352], [2.688, 0.439, 0.212], [2.053, -1.250, -0.050], [-0.437, -0.968, -1.384], [0.706, -0.532, 2.149], [-0.546, 0.555, 1.951], [1.030, 3.036, 0.884]],
  "forces_ev_per_a": [[0.327, -2.980, 1.000], [-2.936, 1.303, -1.400], [0.115, -0.414, -0.101], [1.290, 1.663, 0.372], [-0.617, -1.146, 1.024], [0.509, 2.564, -0.312], [-0.527, -0.170, -0.421], [0.599, -1.238, 1.071], [0.870, -0.223, 0.976], [0.501, 3.581, -0.170], [1.780, 1.217, -4.050], [2.724, 1.256, 1.269], [0.434, -0.440, 0.197], [-0.454, -1.668, 0.119], [-0.385, 0.337, 0.646], [0.066, -0.909, -0.136], [0.148, 1.095, 0.123], [-0.474, 0.092, 0.504], [-1.788, -1.129, -0.598], [0.368, -0.535, 0.372], [0.295, 0.199, -1.616], [0.124, -1.278, 1.183], [-1.909, 0.031, 1.108], [-1.061, -1.209, -1.163]],
  "nbo_charge": [0.323, -0.618, -0.620, -0.629, -0.242, 0.119, -0.065, -0.324, -0.368, -0.080, -0.844, 0.229, 0.212, 0.198, 0.192, 0.215, 0.232, 0.234, 0.222, 0.215, 0.218, 0.364, 0.367, 0.450],
  "lumo_ev": 0.7,
  "orbital_gap_ha": 0.4028,
  "relative_energy_kj_mol": 262.7,
  "smiles": "CC(C)[C@](C)(N)c1nnn[nH]1"
}